ORCA calculation (ωB97M-V/def2-TZVPD) on a molecular structure, C15H30N5O2ReSi.

Last column: Löwdin charge in e.
Atoms and positions in Å:
Re: -0.97477 0.05099 0.62238  1.4210
C: -1.12054 0.72240 2.71534  -0.1489
C: -1.94650 -0.40540 2.54736  -0.1435
C: -1.36227 -1.64076 2.10433  -0.1245
C: 0.00067 -1.71079 1.85968  -0.0968
C: 0.82380 -0.55576 2.03582  -0.1218
C: 0.26861 0.62623 2.47069  -0.1181
H: -1.54827 1.66988 3.00972  0.1369
H: -3.01097 -0.36707 2.72892  0.1336
H: -2.00726 -2.49394 1.93986  0.1446
H: 0.42966 -2.62635 1.47272  0.1384
H: 1.88442 -0.61765 1.84835  0.1128
H: 0.88822 1.50457 2.60245  0.1527
C: -1.05332 3.22718 0.32679  0.0255
O: -0.30998 2.00318 -0.01160  -0.3581
C: 0.42768 2.13632 -1.25108  -0.1116
C: -0.06977 1.06025 -2.18205  -0.0604
O: 0.00834 -0.23655 -1.47189  -0.2425
C: 0.94031 -1.09765 -1.91549  0.0374
H: -0.33912 4.04258 0.41489  0.1221
H: -1.54668 3.04407 1.27323  0.0864
H: -1.78633 3.42557 -0.45354  0.1167
H: 1.49339 2.06441 -1.03002  0.1442
H: 0.23344 3.11373 -1.69242  0.1568
H: 0.49467 0.99628 -3.11126  0.1558
H: -1.12817 1.19355 -2.40115  0.1402
H: 1.24321 -0.95042 -2.95255  0.1455
H: 0.77318 -2.11850 -1.58921  0.1532
H: 2.17888 -0.92077 -1.52423  0.0060
C: 5.87797 -0.12690 -0.65452  -0.1508
Si: 4.67499 -1.08348 -1.71193  0.5298
C: 4.31786 -0.28297 -3.35973  -0.1653
C: 4.99088 -2.90976 -1.79796  -0.1595
C: 3.02111 -0.85019 -0.65854  -0.0158
H: 6.86643 -0.20789 -1.11606  0.0624
H: 5.96522 -0.52755 0.35633  0.0499
H: 5.63622 0.93523 -0.59774  0.0457
H: 5.25067 -0.18199 -3.91898  0.0591
H: 3.90926 0.72601 -3.25932  0.0375
H: 3.65104 -0.88159 -3.98578  0.0387
H: 5.86207 -3.09463 -2.43104  0.0588
H: 4.16074 -3.46798 -2.23610  0.0417
H: 5.21149 -3.33034 -0.81548  0.0503
H: 2.83904 0.13421 -0.22575  0.0628
H: 2.75861 -1.63680 0.04711  0.0665
N: -6.12778 0.40494 -0.49180  0.2027
N: -4.85516 0.04611 -0.65385  -0.2386
N: -4.45863 -0.59742 -1.73774  0.1881
C: -3.16405 -0.70356 -1.53536  -0.1444
N: -2.80502 -0.13951 -0.36509  -0.1589
N: -3.92752 0.33624 0.19695  0.1155
H: -6.77490 -0.04623 -1.12165  0.1478
H: -6.38620 0.71783 0.43067  0.1421
H: -2.49940 -1.20474 -2.21763  0.1301

Values from the calculation:
- HOMO level (alpha / beta): -17.9554 / -18.1106 eV
- 2S+1: 2
- Total charge: +3
- Energy above the lowest of the compared OMol25 structures with the same formula, charge and spin: 60.7 kJ/mol
- Energy: -1380.40215 hartree
- Frontier orbital gap (alpha / beta): 7.064 / 7.209 eV